Here is a cluster of 12 separate species, C48H94N2O38P4 in total from the OMol25 dataset. Energies are from ωB97M-V with the def2-TZVPD basis set.

Element x y z (Å)
C 0.22 3.43 -5.33
C -0.49 2.52 -6.27
O -1.89 3.04 -6.20
C -2.76 2.53 -6.95
O -2.82 1.35 -7.38
O -3.72 3.51 -7.19
C -4.94 3.14 -7.79
H 1.21 3.08 -5.04
H -0.27 3.57 -4.37
H 0.44 4.35 -5.87
H -0.43 1.50 -5.89
H 0.10 2.45 -7.18
H -4.69 2.75 -8.78
H -5.47 4.05 -8.06
H -5.64 2.49 -7.26
C 2.21 1.05 10.10
C 1.47 -0.28 9.76
O 1.92 -0.61 8.50
C 1.57 -1.73 7.85
O 0.78 -2.57 8.30
O 2.05 -1.63 6.65
C 1.60 -2.61 5.66
H 2.06 1.83 9.36
H 3.27 0.85 10.30
H 1.80 1.54 10.98
H 0.43 0.05 9.82
H 1.68 -1.08 10.47
H 2.44 -3.02 5.10
H 0.88 -2.19 4.96
H 1.15 -3.49 6.12
C 12.62 -2.78 -8.54
C 12.57 -2.94 -6.96
O 11.28 -2.39 -6.59
C 10.12 -3.16 -6.49
O 10.09 -4.38 -6.53
O 8.99 -2.39 -6.28
C 7.85 -2.95 -5.63
H 12.66 -1.75 -8.90
H 11.80 -3.32 -9.01
H 13.50 -3.18 -9.05
H 13.41 -2.36 -6.56
H 12.76 -3.98 -6.69
H 7.43 -3.83 -6.12
H 7.11 -2.16 -5.75
H 8.15 -3.05 -4.59
C -2.85 7.47 -1.11
C -2.93 6.46 -2.23
O -3.95 6.91 -3.15
C -5.20 6.23 -3.17
O -6.27 6.73 -3.64
O -5.14 4.88 -2.80
C -6.23 4.08 -2.99
H -1.81 7.37 -0.78
H -3.55 7.23 -0.31
H -3.12 8.49 -1.39
H -3.17 5.45 -1.93
H -2.07 6.34 -2.89
H -7.05 4.37 -2.34
H -6.05 3.03 -2.79
H -6.61 4.23 -4.00
C 1.48 -2.12 -8.85
C 1.29 -2.64 -10.29
O -0.12 -2.42 -10.57
C -0.71 -3.41 -11.25
O -0.15 -4.24 -11.96
O -2.10 -3.17 -11.25
C -2.88 -3.96 -12.20
H 0.65 -1.47 -8.56
H 2.43 -1.66 -8.56
H 1.34 -2.92 -8.13
H 1.61 -3.68 -10.28
H 1.94 -2.15 -11.02
H -3.82 -4.34 -11.79
H -2.35 -4.88 -12.44
H -3.03 -3.57 -13.21
C 3.67 3.44 3.30
C 2.88 3.85 4.57
O 1.84 4.77 4.27
C 2.17 6.02 3.91
O 3.30 6.45 3.89
O 1.01 6.77 3.79
C 1.11 8.25 3.72
H 3.01 2.86 2.65
H 4.30 2.68 3.77
H 4.08 4.33 2.84
H 3.47 4.26 5.39
H 2.45 3.03 5.15
H 2.12 8.57 4.00
H 0.42 8.84 4.32
H 1.20 8.58 2.68
C -6.53 -5.30 -3.84
C -7.63 -6.20 -3.97
C -7.39 -7.62 -3.78
C -6.08 -8.09 -3.54
C -5.05 -7.16 -3.36
C -5.30 -5.81 -3.36
N -5.85 -9.54 -3.34
O -6.80 -10.24 -2.91
O -4.73 -9.94 -3.66
H -6.66 -4.23 -3.86
H -8.66 -5.93 -4.18
H -8.18 -8.35 -3.88
H -4.08 -7.61 -3.24
H -4.54 -5.13 -3.01
C -0.08 -8.19 1.57
C 0.63 -9.10 0.76
C 0.94 -8.76 -0.58
C 0.47 -7.54 -1.01
C -0.28 -6.61 -0.19
C -0.60 -6.96 1.13
N 0.96 -7.01 -2.27
O 0.23 -6.23 -2.91
O 2.05 -7.34 -2.71
H -0.13 -8.33 2.64
H 1.07 -10.04 1.06
H 1.62 -9.46 -1.05
H -0.46 -5.61 -0.57
H -1.10 -6.35 1.86
C -6.38 9.74 8.22
O -5.71 8.81 7.40
P -4.46 9.22 6.46
O -3.74 10.41 6.97
O -3.63 7.81 6.43
C -4.10 6.75 5.55
O -5.12 9.31 4.99
C -5.51 10.55 4.42
H -5.91 10.69 8.46
H -6.53 9.24 9.18
H -7.32 10.09 7.79
H -4.23 7.11 4.53
H -4.97 6.24 5.98
H -3.23 6.09 5.47
H -5.28 10.57 3.35
H -5.00 11.46 4.74
H -6.56 10.72 4.67
C -1.79 1.72 1.25
O -0.65 1.53 0.36
P -0.59 0.22 -0.58
O -0.72 -1.01 0.28
O -1.70 0.56 -1.78
C -2.53 -0.33 -2.25
O 0.83 0.31 -1.26
C 1.30 -0.68 -2.07
H -2.67 1.10 1.15
H -2.08 2.77 1.12
H -1.51 1.67 2.30
H -3.10 0.03 -3.11
H -3.27 -0.65 -1.52
H -2.04 -1.29 -2.40
H 1.63 -0.12 -2.95
H 0.52 -1.42 -2.28
H 2.19 -1.11 -1.62
C 9.81 -5.70 2.30
O 8.92 -4.78 1.70
P 7.59 -5.15 0.84
O 6.77 -4.01 0.42
O 8.16 -6.14 -0.41
C 7.20 -6.45 -1.36
O 6.91 -6.27 1.79
C 5.61 -6.63 1.51
H 9.59 -6.69 1.91
H 9.74 -5.76 3.39
H 10.80 -5.36 1.99
H 7.55 -6.11 -2.34
H 6.19 -6.16 -1.08
H 7.03 -7.52 -1.52
H 5.03 -5.97 0.86
H 5.05 -6.45 2.44
H 5.47 -7.65 1.14
C -3.84 0.70 8.04
O -4.26 2.00 8.19
P -3.98 2.86 9.59
O -4.73 4.12 9.82
O -2.36 3.11 9.46
C -1.88 4.45 9.54
O -4.18 1.73 10.79
C -5.15 2.05 11.77
H -4.57 -0.06 7.80
H -3.31 0.31 8.91
H -3.12 0.62 7.23
H -1.47 4.69 8.56
H -1.00 4.35 10.17
H -2.42 5.28 10.01
H -6.16 1.65 11.78
H -5.30 3.11 11.94
H -4.76 1.79 12.76

The calculation puts the total energy at -6219.30298 a.u. The HOMO-LUMO gap is 0.3436 hartree. The energy above the lowest of the compared OMol25 structures with the same formula, charge and spin is 4.755 eV. The LUMO energy is -0.0244 Eh. The SMILES is O=[N+]([O-])c1ccccc1.O=[N+]([O-])c1ccccc1.COP(=O)(OC)OC.COP(=O)(OC)OC.COP(=O)(OC)OC.COP(=O)(OC)OC.CCOC(=O)OC.CCOC(=O)OC.CCOC(=O)OC.CCOC(=O)OC.CCOC(=O)OC.CCOC(=O)OC. As for the maximum force: 6.7 eV Å⁻¹. As for the multiplicity: 1.

These are the Löwdin partial charges, in e, on atoms 1 to 4: number 1, C, carries -0.0894; number 2, C, carries -0.1634; number 3, O, carries 0.0696; number 4, C, carries -0.5718